1.
The following is a DFT calculation (the ωB97M-V functional and the def2-TZVPD basis) of a structure of composition C41H33BF4LaN19O2SeSi.

CARTESIAN COORDINATES (ANGSTROEM)
La: -0.62 0.18 0.18
C: -2.20 -4.01 1.82
C: -2.16 -2.96 0.95
N: -1.63 -1.90 1.53
N: -1.31 -2.25 2.81
C: -1.69 -3.53 3.02
B: -0.85 -1.12 3.73
N: 0.57 -0.67 3.45
C: 1.70 -1.10 4.03
C: 2.79 -0.71 3.29
C: 2.15 0.07 2.33
N: 0.87 0.05 2.36
N: -1.91 -0.04 3.30
C: -3.13 0.13 3.90
C: -3.70 1.29 3.48
C: -2.88 1.73 2.46
N: -1.78 0.97 2.37
N: -0.91 -1.47 5.15
C: -0.92 -0.61 6.20
C: -0.89 -1.36 7.35
C: -0.99 -2.69 6.88
N: -0.90 -2.76 5.56
H: -2.55 -5.02 1.79
H: -2.61 -2.93 -0.02
H: -1.43 -4.05 3.91
H: 1.42 -1.80 4.85
H: 3.91 -0.83 3.50
H: 2.65 0.65 1.55
H: -3.48 -0.54 4.67
H: -4.66 1.79 3.60
H: -2.98 2.49 1.72
H: -0.83 0.43 6.12
H: -0.76 -1.07 8.36
H: -1.09 -3.54 7.47
O: 2.56 -0.35 -3.00
C: 1.96 -0.35 -1.91
O: 1.17 0.58 -1.51
C: 2.24 -1.56 -1.06
C: 3.38 -2.28 -1.24
C: 3.59 -3.34 -0.35
C: 2.68 -3.57 0.61
C: 1.53 -2.82 0.72
N: 1.34 -1.84 -0.14
H: 4.06 -2.06 -2.08
H: 4.45 -3.98 -0.51
H: 2.83 -4.47 1.23
H: 0.76 -2.93 1.48
N: 0.32 3.18 -2.21
C: -1.03 3.15 -2.30
N: -1.64 4.23 -2.84
C: -2.89 3.92 -3.20
N: -3.47 4.85 -3.91
N: -3.58 2.79 -2.93
C: -2.98 1.97 -2.11
N: -1.68 2.01 -1.82
C: -3.82 0.95 -1.42
C: -5.18 0.73 -1.74
C: -5.92 -0.16 -1.04
C: -5.30 -0.85 0.05
C: -4.01 -0.50 0.38
N: -3.24 0.29 -0.38
H: 0.72 4.07 -2.51
H: 0.86 2.30 -2.01
H: -3.11 5.75 -4.15
H: -4.45 4.74 -4.16
H: -5.51 1.34 -2.57
H: -6.90 -0.34 -1.33
H: -5.96 -1.43 0.70
H: -3.54 -0.91 1.26
F: 1.18 0.45 -6.61
C: 1.61 -0.65 -6.04
C: 2.81 -1.15 -6.42
F: 3.40 -0.44 -7.41
C: 3.38 -2.42 -5.98
C: 2.57 -3.04 -4.91
C: 1.49 -2.46 -4.48
F: 0.91 -2.95 -3.41
C: 0.88 -1.27 -5.00
C: -0.20 -0.72 -4.39
C: -0.84 -1.15 -3.21
N: -1.41 -1.38 -2.24
C: -0.80 0.54 -4.69
N: -1.25 1.56 -4.93
F: 3.00 -4.14 -4.28
C: 4.61 -2.86 -6.42
C: 5.37 -2.28 -7.49
N: 5.98 -1.81 -8.36
C: 5.30 -4.04 -5.96
N: 5.87 -4.92 -5.50
C: 1.57 5.89 2.12
Si: 1.84 4.08 2.07
C: 1.42 3.28 3.73
C: 3.47 3.65 1.31
Se: -0.07 3.26 0.81
H: 2.25 6.34 2.87
H: 0.53 6.19 2.25
H: 2.03 6.38 1.26
H: 2.31 2.72 4.15
H: 0.61 2.52 3.62
H: 1.22 4.03 4.40
H: 4.19 4.48 1.65
H: 3.50 3.67 0.19
H: 3.87 2.67 1.63

## Properties
maximum force: 0.07558 Eh/bohr
net charge: +1
HOMO energy (spin up / spin down): -11.37 / -11.36 eV
total energy: -161088.866 eV
Kohn-Sham gap (spin up / spin down): 6.1534 / 6.1416 eV
relative energy (zero: lowest compared OMol25 entry of this formula, charge and spin): 0.273 eV
2S+1: 2

Mulliken atomic charge list, values in e, 8 entries: number 1, La, carries 2.00; number 2, C, carries -1.50; number 3, C, carries -0.83; number 4, N, carries 0.84; number 5, N, carries 0.33; number 6, C, carries -0.07; number 7, B, carries 0.16; number 8, N, carries 0.72



2.
The following is a DFT calculation (the ωB97M-V functional and the def2-TZVPD basis) of a cluster of 9 separate species, C29H79N4O13 in total.

CARTESIAN COORDINATES (ANGSTROEM)
C: -1.15 0.63 -0.20
O: -2.53 0.68 -0.05
H: -0.77 1.66 -0.24
H: -1.00 0.27 -1.22
H: -0.64 0.13 0.63
C: -1.87 -2.88 0.02
O: -2.49 -2.09 0.80
H: -0.80 -2.83 0.01
H: -2.17 -2.84 -1.06
H: -1.92 -3.87 0.46
H: -2.38 -1.10 0.57
C: -5.25 -0.56 -1.05
O: -5.27 0.50 -0.16
H: -4.12 -0.80 -1.45
H: -5.81 -0.31 -2.00
H: -5.81 -1.39 -0.62
H: -4.39 0.49 0.11
C: -3.94 3.44 1.34
O: -3.17 2.41 1.78
H: -4.92 3.22 1.50
H: -3.74 3.67 0.31
H: -3.74 4.44 1.95
H: -2.73 2.01 1.04
C: -3.04 1.49 -3.15
O: -2.34 2.27 -2.24
H: -2.59 0.70 -3.30
H: -3.01 2.24 -4.17
H: -3.96 1.21 -2.77
H: -2.34 1.72 -1.50
C: -6.13 3.04 4.21
O: -5.21 2.05 3.90
C: -5.84 0.73 3.84
C: -4.85 -0.15 3.30
N: -3.75 -0.23 4.33
C: -2.57 -0.99 4.08
C: -1.44 -0.20 3.31
O: -1.39 1.07 3.97
C: -0.27 1.89 3.66
H: -7.07 2.86 4.96
H: -6.57 3.42 3.33
H: -5.67 4.03 4.63
H: -6.70 0.69 3.24
H: -6.15 0.43 4.88
H: -4.33 0.16 2.52
H: -5.11 -1.23 3.10
H: -4.24 -0.66 5.27
H: -2.82 -1.94 3.47
H: -2.35 -1.18 4.94
H: -1.82 0.12 2.20
H: -0.54 -0.67 3.39
H: 0.62 1.29 3.69
H: -0.27 2.83 4.35
H: -0.15 2.09 2.66
C: 2.54 1.47 -0.39
O: 2.72 1.50 1.00
C: 3.16 0.27 1.65
C: 2.11 -0.77 1.60
N: 2.84 -2.03 1.96
C: 1.94 -3.19 1.67
C: 2.72 -4.54 1.92
O: 1.92 -5.68 1.76
C: 2.65 -6.94 1.99
H: 2.14 2.45 -0.81
H: 1.75 0.67 -0.73
H: 3.55 1.45 -0.75
H: 3.48 0.43 2.62
H: 4.01 -0.02 1.28
H: 1.89 -0.78 0.59
H: 1.46 -0.46 2.39
H: 2.97 -2.01 2.96
H: 1.47 -3.20 0.59
H: 1.02 -3.27 2.10
H: 3.23 -4.45 2.76
H: 3.43 -4.44 1.09
H: 3.35 -6.90 1.28
H: 1.90 -7.78 2.04
H: 3.27 -6.82 2.98
C: 8.68 -2.87 0.29
O: 7.79 -2.43 -0.62
C: 6.44 -2.44 -0.20
C: 5.53 -1.94 -1.47
N: 4.14 -2.27 -1.23
C: 3.40 -1.86 -2.37
C: 1.97 -2.51 -2.25
O: 1.30 -2.27 -3.51
C: -0.11 -2.71 -3.57
H: 9.59 -3.07 -0.35
H: 8.19 -3.91 0.38
H: 8.92 -2.35 1.30
H: 6.44 -1.68 0.40
H: 6.16 -3.65 0.25
H: 6.03 -2.48 -2.48
H: 5.87 -0.95 -1.59
H: 3.83 -1.88 -0.29
H: 3.95 -2.07 -3.21
H: 3.50 -0.76 -2.54
H: 1.33 -2.22 -1.56
H: 1.94 -3.54 -2.09
H: -0.29 -3.65 -2.97
H: -0.74 -2.81 -4.60
H: -0.76 -1.84 -3.18
C: -0.83 6.81 0.10
O: -0.44 6.29 -1.35
C: -0.17 4.93 -1.24
C: 0.13 4.46 -2.71
N: 0.47 3.04 -2.79
C: 0.60 2.80 -4.19
C: 1.21 1.33 -4.36
O: 1.30 1.18 -5.81
C: 1.22 -0.23 -6.12
H: -1.16 7.79 0.02
H: 0.16 6.79 0.71
H: -1.43 6.19 0.71
H: -0.89 4.36 -0.86
H: 0.57 4.88 -0.43
H: 0.86 5.20 -3.09
H: -0.88 4.75 -3.12
H: -0.37 2.62 -2.62
H: 1.18 3.37 -4.71
H: -0.32 2.75 -4.60
H: 0.74 0.60 -3.74
H: 2.18 1.45 -4.03
H: 2.05 -0.93 -5.57
H: 1.38 -0.66 -7.12
H: 0.27 -0.55 -5.69

## Properties
maximum force: 0.20925 Eh/bohr
net charge: -1
HOMO energy: -5.46 eV
total energy: -63910.895 eV
Kohn-Sham gap: 7.6733 eV
relative energy (zero: lowest compared OMol25 entry of this formula, charge and spin): 13.723 eV

Mulliken atomic charge list, values in e, 8 entries: number 1, C, carries -0.61; number 2, O, carries 0.16; number 3, H, carries -0.11; number 4, H, carries 0.55; number 5, H, carries 0.65; number 6, C, carries -0.36; number 7, O, carries -0.40; number 8, H, carries -0.13



3.
The following is a DFT calculation (the ωB97M-V functional and the def2-TZVPD basis) of the molecule CHBrN2.

CARTESIAN COORDINATES (ANGSTROEM)
C: 0.21 0.07 -0.09
N: -0.89 0.31 0.38
N: 1.37 0.12 -0.42
Br: -2.76 -0.35 -0.11
H: 2.05 -0.16 0.25

## Properties
maximum force: 0.06625 Eh/bohr
HOMO energy (spin up / spin down): -8.03 / -10.03 eV
total energy: -74071.484 eV
Kohn-Sham gap (spin up / spin down): 8.6015 / 6.4787 eV
relative energy (zero: lowest compared OMol25 entry of this formula, charge and spin): 0.928 eV
2S+1: 3

Population analysis type natural (NBO), resulting atomic charges in e: number 1, C, carries 0.52; number 2, N, carries -0.41; number 3, N, carries -0.58; number 4, Br, carries 0.07; number 5, H, carries 0.40



4.
The following is a DFT calculation (the ωB97M-V functional and the def2-TZVPD basis) of the molecule C15H19N3O4.

CARTESIAN COORDINATES (ANGSTROEM)
C: -1.78 2.72 0.77
C: -2.65 1.83 -0.13
O: -1.96 1.64 -1.39
C: -2.80 0.43 0.39
N: -1.55 -0.34 0.19
C: -1.48 -1.64 0.52
O: -2.20 -2.11 1.37
C: -0.32 -2.44 -0.11
N: 0.07 -2.18 -1.48
C: 0.87 -2.47 0.87
C: 1.60 -1.11 1.01
C: 1.41 -0.20 2.01
N: 2.19 0.91 1.81
C: 2.91 0.73 0.63
C: 3.88 1.55 0.03
C: 4.45 1.11 -1.17
C: 4.10 -0.13 -1.73
C: 3.21 -0.95 -1.10
C: 2.56 -0.53 0.08
C: -3.95 -0.15 -0.46
O: -3.86 -0.83 -1.46
O: -5.15 0.33 -0.04
H: -1.51 3.69 0.33
H: -2.34 2.90 1.73
H: -0.90 2.08 1.04
H: -3.66 2.24 -0.36
H: -2.00 2.50 -1.88
H: -3.15 0.42 1.43
H: -1.19 -0.02 -0.70
H: -0.69 -3.41 -0.09
H: 0.26 -1.21 -1.68
H: -0.77 -2.37 -2.01
H: 0.58 -2.91 1.88
H: 1.63 -3.24 0.53
H: 0.85 -0.37 2.91
H: 2.36 1.63 2.50
H: 4.09 2.52 0.46
H: 5.14 1.76 -1.74
H: 4.51 -0.39 -2.73
H: 2.99 -1.96 -1.56
H: -5.76 -0.03 -0.67

## Properties
maximum force: 0.04956 Eh/bohr
HOMO energy: -7.83 eV
total energy: -28524.393 eV
Kohn-Sham gap: 8.2783 eV
relative energy (zero: lowest compared OMol25 entry of this formula, charge and spin): 0.641 eV

natural (NBO) atomic charge list, values in e, 8 entries: number 1, C, carries -0.64; number 2, C, carries 0.09; number 3, O, carries -0.75; number 4, C, carries -0.17; number 5, N, carries -0.62; number 6, C, carries 0.68; number 7, O, carries -0.62; number 8, C, carries -0.14